[1]
# C35H63F12N2O9

A cluster of 7 separate species, C35H63F12N2O9 in total in a non-equilibrium geometry (ωB97M-V/def2-TZVPD, OMol25).

Output
- Net charge: +1
- Lowest unoccupied orbital energy: -1.92 eV
- Gap between HOMO and LUMO: 6.57 eV
- DFT total energy: -3355.67431 Eh
- HOMO level: -8.5 eV
- Energy relative to the best compared isomer or geometry (same formula, charge and spin): 70.8 kJ/mol

Last column: Mulliken charge in e.
CARTESIAN COORDINATES (ANGSTROEM)
C (5.332, 5.678, 3.254)  -1.45
C (4.991, 4.149, 2.933)  -0.27
C (5.092, 3.642, 1.477)  -0.90
N (4.782, 2.211, 1.187)  0.97
C (3.278, 1.992, 1.322)  -1.21
C (2.868, 0.638, 0.706)  0.13
C (3.214, 0.495, -0.798)  -0.70
C (4.815, 0.620, -0.891)  -0.88
C (5.254, 1.925, -0.154)  -0.83
C (5.681, 1.308, 2.140)  -0.94
H (5.223, 5.885, 4.238)  0.46
H (4.610, 6.301, 2.604)  0.29
H (6.318, 5.739, 2.967)  0.41
H (4.064, 4.021, 3.527)  0.17
H (5.699, 3.507, 3.513)  0.30
H (5.977, 4.094, 1.161)  0.56
H (4.427, 4.314, 1.034)  0.53
H (2.883, 3.003, 0.790)  0.12
H (3.020, 2.130, 2.336)  0.66
H (1.675, 0.631, 0.891)  -0.95
H (3.037, -0.137, 1.202)  1.10
H (2.697, 1.405, -1.179)  -0.31
H (2.647, -0.289, -1.199)  0.88
H (4.994, 0.604, -1.999)  0.45
H (5.341, -0.332, -0.451)  0.31
H (4.808, 2.797, -0.703)  0.54
H (6.345, 2.163, -0.334)  0.37
H (5.777, 0.197, 2.058)  0.31
H (5.111, 1.378, 3.143)  0.36
H (6.842, 1.636, 2.486)  0.29
C (0.115, -4.845, -1.665)  -1.49
C (-0.943, -4.166, -2.373)  0.68
C (-2.209, -3.736, -1.536)  -0.71
N (-3.452, -3.203, -2.289)  0.84
C (-4.076, -4.333, -2.937)  -0.59
C (-5.461, -3.822, -3.496)  -0.30
C (-6.319, -3.149, -2.454)  -1.33
C (-5.681, -2.050, -1.716)  -0.56
C (-4.239, -2.625, -1.179)  -0.42
C (-2.903, -2.165, -3.302)  -2.22
H (0.399, -4.110, -0.934)  0.21
H (0.977, -4.895, -2.334)  0.39
H (0.033, -5.920, -1.192)  0.30
H (-1.104, -4.753, -3.195)  0.52
H (-0.751, -3.030, -2.781)  -0.36
H (-1.935, -2.959, -0.803)  -0.16
H (-2.529, -4.729, -0.991)  0.41
H (-4.068, -5.067, -2.179)  0.50
H (-3.591, -4.793, -3.874)  0.27
H (-6.041, -4.760, -3.966)  0.36
H (-5.403, -2.973, -4.231)  0.23
H (-6.688, -3.837, -1.754)  0.38
H (-7.138, -2.755, -2.911)  0.51
H (-6.059, -1.850, -0.709)  0.53
H (-5.635, -1.136, -2.344)  0.35
H (-4.434, -3.476, -0.442)  0.45
H (-3.936, -1.638, -0.894)  0.09
H (-2.303, -2.455, -4.054)  0.83
H (-2.435, -1.505, -2.952)  0.86
H (-3.868, -1.473, -3.786)  0.21
C (-1.080, -0.442, -0.391)  -1.93
O (-0.194, -0.936, -1.244)  -0.74
H (-2.003, -0.038, -0.879)  -0.53
H (-0.544, 0.215, 0.045)  1.60
H (-1.394, -1.097, 0.278)  1.01
C (-0.486, -3.080, 2.976)  -1.19
C (0.702, -2.445, 2.368)  -0.32
O (1.492, -1.824, 3.423)  -0.20
C (2.859, -1.974, 3.419)  0.54
O (3.455, -2.614, 2.612)  -0.56
C (3.508, -1.383, 4.757)  0.75
F (4.822, -1.244, 4.429)  -0.29
F (3.028, -0.252, 5.099)  -0.12
F (3.391, -2.275, 5.666)  -0.25
H (-0.073, -4.038, 3.656)  0.30
H (-1.006, -3.689, 2.298)  0.43
H (-1.189, -2.290, 3.430)  0.12
H (0.455, -1.797, 1.608)  0.13
H (1.208, -3.238, 1.792)  0.68
C (0.522, 2.129, -4.888)  -1.64
C (0.719, 1.163, -3.655)  0.58
O (1.344, 0.083, -4.010)  -0.24
C (0.846, -0.943, -4.672)  0.41
O (-0.255, -1.058, -5.141)  -0.63
C (1.695, -2.153, -4.664)  0.97
F (2.198, -2.378, -3.370)  -0.19
F (1.065, -3.241, -5.057)  -0.21
F (2.770, -1.735, -5.536)  -0.30
H (1.255, 2.211, -5.623)  0.43
H (0.848, 3.143, -4.728)  0.40
H (-0.404, 1.981, -5.243)  0.49
H (-0.097, 0.864, -3.027)  0.04
H (1.339, 1.626, -2.947)  -0.10
C (-2.143, 3.907, -1.748)  -1.34
C (-2.911, 2.739, -1.193)  0.50
O (-4.246, 3.152, -0.832)  -0.32
C (-5.242, 2.215, -0.381)  0.39
O (-5.014, 1.078, -0.350)  -0.46
C (-6.545, 2.922, 0.073)  0.77
F (-7.510, 2.555, -0.812)  -0.25
F (-6.908, 2.619, 1.231)  -0.20
F (-6.419, 4.314, 0.016)  -0.26
H (-1.990, 4.738, -1.130)  0.41
H (-2.521, 4.555, -2.537)  0.40
H (-1.129, 3.520, -2.162)  0.15
H (-2.352, 2.325, -0.477)  0.05
H (-3.156, 2.008, -1.876)  0.16
C (-2.123, 0.795, 2.930)  -1.62
C (-0.655, 0.954, 3.205)  1.04
O (-0.647, 1.433, 4.547)  -0.33
C (0.539, 1.998, 5.003)  0.24
O (1.558, 2.065, 4.418)  -0.48
C (0.402, 2.323, 6.498)  0.85
F (0.990, 3.504, 6.759)  -0.24
F (-0.909, 2.346, 6.979)  -0.25
F (0.963, 1.314, 7.184)  -0.22
H (-2.778, 1.669, 3.128)  0.39
H (-2.653, 0.149, 3.366)  0.86
H (-2.230, 0.613, 1.788)  -0.07
H (-0.151, 1.443, 2.419)  0.25
H (-0.198, -0.016, 3.215)  -0.48

=====

[2]
# C35H63FeN9O13

A structure of composition C35H63FeN9O13 in a non-equilibrium geometry (ωB97M-V/def2-TZVPD, OMol25).

Output
- Net charge: -1
- Lowest unoccupied orbital energy (alpha / beta): 0.90 / 0.90 eV
- Gap between HOMO and LUMO (alpha / beta): 3.18 / 6.29 eV
- Spin multiplicity: 6
- DFT total energy: -4105.84026 Eh
- HOMO level (alpha / beta): -2.3 / -5.4 eV
- Energy relative to the best compared isomer or geometry (same formula, charge and spin): 0.0 kJ/mol

Last column: Mulliken charge in e.
CARTESIAN COORDINATES (ANGSTROEM)
Fe (-1.561, -3.400, 12.250)  0.85
O (-0.267, -4.807, 13.142)  -0.87
C (-0.090, -4.342, 14.486)  1.30
C (-0.262, -2.793, 14.723)  1.79
O (-1.059, -2.012, 13.885)  -0.92
H (0.939, -4.528, 14.793)  -0.36
H (-0.676, -4.994, 15.134)  -0.72
H (0.690, -2.268, 14.798)  -0.43
H (-0.680, -2.752, 15.729)  -0.60
C (-4.149, -3.571, 14.116)  0.14
O (-3.367, -3.926, 13.278)  -0.67
N (-4.502, -4.405, 15.119)  0.33
C (-5.579, -4.011, 16.046)  -0.79
C (-3.974, -5.693, 15.267)  -0.94
H (-4.699, -2.618, 14.149)  0.44
H (-6.565, -4.443, 15.876)  0.33
H (-5.666, -2.928, 16.133)  0.13
H (-5.301, -4.369, 17.038)  0.32
H (-4.722, -6.382, 14.875)  0.37
H (-3.004, -5.809, 14.782)  0.00
H (-3.986, -6.014, 16.308)  0.38
C (-0.709, -8.441, 13.785)  0.44
O (-0.821, -9.155, 14.761)  -0.62
N (-0.130, -8.823, 12.639)  0.24
C (0.364, -10.162, 12.471)  -1.07
C (-0.168, -8.040, 11.455)  -0.85
H (-1.068, -7.403, 13.862)  0.09
H (-0.033, -10.651, 11.582)  0.37
H (0.299, -10.788, 13.361)  0.29
H (1.377, -10.066, 12.081)  0.34
H (0.799, -8.181, 10.974)  0.30
H (-0.984, -8.362, 10.808)  0.30
H (-0.283, -6.990, 11.726)  0.13
C (3.024, -5.030, 19.642)  0.11
O (2.620, -5.442, 20.691)  -0.59
N (2.242, -4.321, 18.783)  0.21
C (2.833, -3.867, 17.524)  -0.86
C (0.838, -4.063, 19.036)  -0.45
H (4.089, -5.207, 19.426)  0.32
H (3.873, -4.167, 17.398)  0.32
H (2.706, -2.827, 17.222)  0.36
H (2.360, -4.391, 16.694)  0.12
H (0.636, -3.035, 18.733)  0.31
H (0.184, -4.657, 18.398)  -0.33
H (0.662, -4.263, 20.093)  0.41
C (-0.058, 0.421, 17.116)  0.38
O (0.683, 0.123, 18.079)  -0.70
N (-1.217, 1.131, 17.213)  0.20
C (-1.848, 1.560, 18.470)  -0.93
C (-2.056, 1.353, 16.014)  -0.26
H (0.155, 0.048, 16.102)  0.11
H (-1.221, 1.403, 19.348)  0.30
H (-2.816, 1.082, 18.623)  0.25
H (-2.024, 2.634, 18.418)  0.36
H (-1.643, 1.013, 15.065)  -0.17
H (-2.917, 0.686, 16.060)  0.09
H (-2.347, 2.403, 15.985)  0.34
C (-2.132, -8.792, 17.572)  0.13
O (-3.290, -8.815, 18.066)  -0.67
N (-1.321, -7.711, 17.755)  0.27
C (-1.812, -6.533, 18.510)  -0.83
C (-0.075, -7.504, 17.073)  -0.82
H (-1.671, -9.658, 17.072)  0.36
H (-2.246, -5.853, 17.777)  0.23
H (-1.057, -5.883, 18.954)  0.22
H (-2.553, -6.810, 19.260)  0.37
H (0.416, -8.417, 16.735)  0.51
H (-0.180, -6.860, 16.201)  0.01
H (0.642, -6.986, 17.709)  0.42
C (-3.931, -1.363, 11.161)  0.10
O (-2.897, -2.022, 11.290)  -0.59
N (-4.288, -0.338, 11.913)  0.29
C (-5.500, 0.445, 11.593)  -0.97
C (-3.530, 0.394, 12.973)  -0.90
H (-4.753, -1.667, 10.494)  0.31
H (-5.270, 1.421, 11.165)  0.33
H (-6.058, 0.566, 12.521)  0.33
H (-6.093, -0.075, 10.840)  0.32
H (-3.947, 0.226, 13.966)  0.39
H (-2.468, 0.161, 13.058)  0.07
H (-3.624, 1.454, 12.736)  0.37
C (1.526, 0.702, 12.840)  0.39
O (1.247, 1.519, 11.952)  -0.67
N (2.724, 0.151, 13.069)  0.13
C (2.890, -0.768, 14.204)  -0.68
C (3.822, 0.161, 12.161)  -1.06
H (0.806, 0.512, 13.650)  0.15
H (2.090, -0.740, 14.943)  -0.19
H (3.844, -0.648, 14.717)  0.39
H (3.004, -1.759, 13.764)  0.48
H (4.756, 0.042, 12.711)  0.34
H (3.792, -0.629, 11.411)  0.35
H (4.009, 1.111, 11.659)  0.34
C (4.182, -6.271, 12.577)  -1.07
C (5.442, -6.588, 12.931)  -0.22
C (5.792, -6.984, 14.184)  -0.66
C (4.759, -7.016, 15.159)  -0.23
C (3.409, -6.718, 14.796)  0.16
C (3.154, -6.328, 13.469)  -0.45
N (5.139, -7.388, 16.513)  1.10
O (4.214, -7.626, 17.284)  -0.57
O (6.298, -7.446, 16.807)  -0.63
H (4.073, -5.990, 11.540)  0.45
H (6.198, -6.544, 12.161)  0.36
H (6.821, -7.199, 14.432)  0.47
H (2.583, -6.605, 15.482)  0.49
H (2.193, -5.919, 13.194)  0.73
C (-2.432, -2.658, 19.808)  -0.46
C (-2.399, -2.358, 18.444)  0.61
C (-3.463, -1.701, 17.786)  0.65
C (-4.576, -1.369, 18.544)  -1.05
C (-4.657, -1.617, 19.906)  -0.68
C (-3.525, -2.189, 20.574)  -0.77
N (-5.832, -0.832, 17.857)  0.75
O (-6.801, -0.330, 18.523)  -0.81
O (-5.787, -0.682, 16.609)  -0.74
H (-1.675, -3.105, 20.435)  0.29
H (-1.531, -2.637, 17.865)  -0.36
H (-3.579, -1.454, 16.741)  0.69
H (-5.562, -1.304, 20.406)  0.47
H (-3.629, -2.372, 21.633)  0.35

=====

[3]
# C35H65AlBFN7O3

A structure of composition C35H65AlBFN7O3 in a non-equilibrium geometry (ωB97M-V/def2-TZVPD, OMol25).

Output
- Net charge: -1
- Lowest unoccupied orbital energy: 1.84 eV
- Gap between HOMO and LUMO: 5.17 eV
- DFT total energy: -2348.81683 Eh
- HOMO level: -3.3 eV

Last column: Mulliken charge in e.
CARTESIAN COORDINATES (ANGSTROEM)
C (-0.805, -3.605, 4.020)  -1.19
C (-1.135, -2.384, 3.114)  0.41
B (-0.321, -2.484, 1.727)  0.60
O (0.153, -3.802, 1.438)  -0.68
Al (0.107, -0.899, 0.329)  -0.21
F (0.609, -1.657, -1.195)  -0.50
C (1.557, 0.318, 1.175)  -0.25
C (2.638, 0.872, 0.257)  -0.47
O (2.269, 0.842, -1.153)  -0.19
C (3.285, 1.139, -1.965)  0.34
O (4.316, 0.512, -1.999)  -0.62
C (3.129, 2.326, -2.894)  0.25
C (3.489, 1.804, -4.338)  -1.14
H (-1.191, -4.526, 3.572)  0.23
H (-1.228, -3.519, 5.025)  0.31
H (0.276, -3.745, 4.076)  0.39
H (-0.912, -1.482, 3.691)  0.14
H (-2.221, -2.399, 2.941)  -0.45
H (-0.456, -4.161, 0.782)  0.22
H (-1.238, 0.015, -0.002)  0.03
H (1.019, 1.152, 1.638)  -0.10
H (2.068, -0.266, 1.949)  0.39
H (3.561, 0.309, 0.389)  0.30
H (2.818, 1.926, 0.518)  -0.03
H (3.876, 3.088, -2.664)  -0.12
H (2.139, 2.775, -2.860)  0.44
H (2.793, 2.238, -5.052)  0.29
H (4.527, 2.047, -4.551)  0.20
H (3.422, 0.719, -4.299)  0.44
C (-1.073, -6.349, -3.783)  -1.44
C (-1.417, -4.864, -3.816)  -0.13
C (-1.335, -4.196, -2.440)  0.11
C (-2.281, -4.821, -1.512)  0.15
N (-3.030, -5.307, -0.788)  -0.60
H (-1.774, -6.909, -3.161)  0.33
H (-1.118, -6.773, -4.787)  0.41
H (-0.066, -6.509, -3.393)  0.32
H (-2.421, -4.740, -4.219)  -0.13
H (-0.734, -4.355, -4.496)  0.42
H (-1.573, -3.134, -2.514)  0.23
H (-0.329, -4.277, -2.026)  0.29
C (-5.475, -0.810, -6.366)  -1.17
C (-5.745, -2.062, -5.538)  -0.55
C (-4.502, -2.564, -4.796)  -0.20
C (-3.435, -2.912, -5.737)  0.32
N (-2.604, -3.178, -6.482)  -0.54
H (-4.741, -1.001, -7.149)  0.36
H (-6.390, -0.470, -6.851)  0.34
H (-5.103, 0.002, -5.738)  0.30
H (-6.124, -2.850, -6.192)  0.30
H (-6.527, -1.848, -4.807)  0.35
H (-4.744, -3.450, -4.206)  0.28
H (-4.128, -1.798, -4.114)  0.29
C (-5.974, -3.216, 4.868)  -1.16
C (-5.058, -4.335, 4.379)  0.12
C (-4.575, -5.228, 5.526)  -0.47
C (-3.794, -4.469, 6.504)  0.20
N (-3.167, -3.874, 7.259)  -0.48
H (-5.457, -2.541, 5.551)  0.35
H (-6.333, -2.618, 4.031)  0.24
H (-6.842, -3.633, 5.385)  0.38
H (-4.200, -3.910, 3.854)  -0.21
H (-5.599, -4.949, 3.656)  0.40
H (-3.947, -6.035, 5.148)  0.31
H (-5.434, -5.675, 6.031)  0.35
C (1.446, 3.978, 3.288)  -0.88
C (1.683, 3.585, 4.740)  -0.45
C (1.415, 2.099, 5.001)  -0.26
C (0.028, 1.755, 4.690)  0.18
N (-1.048, 1.451, 4.432)  -0.49
H (0.406, 3.827, 2.995)  0.48
H (1.678, 5.032, 3.140)  0.33
H (2.078, 3.392, 2.616)  -0.01
H (1.046, 4.194, 5.385)  0.26
H (2.716, 3.810, 5.008)  0.31
H (1.609, 1.849, 6.045)  0.37
H (2.069, 1.485, 4.378)  0.22
C (7.434, 2.938, -2.550)  -0.81
C (8.086, 3.756, -3.661)  -0.50
C (7.500, 5.169, -3.786)  -0.40
C (6.071, 5.105, -4.093)  0.30
N (4.955, 5.034, -4.347)  -0.43
H (6.370, 2.778, -2.737)  0.09
H (7.897, 1.955, -2.477)  0.34
H (7.540, 3.435, -1.583)  0.25
H (7.971, 3.228, -4.610)  0.30
H (9.158, 3.838, -3.468)  0.32
H (8.002, 5.722, -4.581)  0.28
H (7.635, 5.721, -2.854)  0.24
C (5.327, 4.749, 1.077)  -0.71
C (5.165, 6.262, 0.975)  -0.36
C (5.470, 6.987, 2.294)  -0.52
C (4.561, 6.539, 3.351)  0.32
N (3.844, 6.192, 4.177)  -0.44
H (4.629, 4.320, 1.796)  0.23
H (5.130, 4.279, 0.113)  0.05
H (6.342, 4.482, 1.382)  0.32
H (4.147, 6.492, 0.659)  0.28
H (5.835, 6.645, 0.203)  0.25
H (5.353, 8.064, 2.171)  0.31
H (6.496, 6.792, 2.610)  0.27
C (-6.537, -0.023, -0.226)  -1.19
C (-6.103, -1.332, 0.424)  -0.53
C (-5.111, -1.124, 1.573)  0.32
C (-3.892, -0.471, 1.098)  -0.01
N (-2.909, 0.018, 0.751)  -0.33
H (-5.690, 0.497, -0.675)  0.33
H (-7.264, -0.212, -1.019)  0.35
H (-7.000, 0.644, 0.504)  0.32
H (-5.654, -1.977, -0.333)  0.27
H (-6.985, -1.852, 0.807)  0.35
H (-4.844, -2.087, 2.014)  -0.33
H (-5.555, -0.505, 2.355)  0.33

=====

Which of these has the highest DFT total energy?
C35H65AlBFN7O3

=====

Look up the DFT total energy of the third one.
-2348.81683 Eh